49
Properties=species:S:1:pos:R:3:nbo_charge:R:1 method="wB97M-V/def2-TZVPD" e_lumo_ev="2.245 / 2.131" homo_lumo_gap_ev="5.27 / 4.31" homo_ev="-3.026 / -2.179" spin_multiplicity=2 charge=-1
V -0.00480 -0.08230 0.60580 1.175
O 2.07890 3.19550 -0.39560 -0.678
C 1.72040 2.05780 -0.06700 0.628
N 0.48910 1.54660 -0.20750 -0.652
C -0.54640 2.48930 -0.52170 -0.272
C -1.63330 2.26190 0.48300 0.228
C -2.72810 3.09550 0.63040 -0.256
C -3.71940 2.75290 1.54260 -0.184
C -3.57430 1.55850 2.23660 -0.255
C -2.43230 0.80180 2.05330 0.066
N -1.45630 1.15140 1.21100 -0.459
C 2.58430 1.08170 0.62490 0.071
C 3.95080 1.22660 0.83740 -0.203
C 4.62600 0.25630 1.55100 -0.202
C 3.90910 -0.85300 1.99630 -0.237
C 2.55120 -0.91640 1.75080 0.071
N 1.88830 0.03820 1.10500 -0.414
H -0.14890 3.51410 -0.46150 0.236
H -0.93240 2.32860 -1.54050 0.196
H -2.78370 4.01150 0.06120 0.216
H -4.56700 3.40020 1.71180 0.208
H -4.33010 1.22400 2.92960 0.218
H -2.29100 -0.11360 2.61050 0.238
H 4.44840 2.09980 0.44460 0.229
H 5.68330 0.35330 1.75580 0.204
H 4.40400 -1.64880 2.53160 0.214
H 1.97450 -1.75970 2.10550 0.224
Br 1.95350 -4.40850 -0.08170 0.042
C 0.11030 -3.95300 -0.11750 -0.186
C -0.86430 -4.93030 -0.04580 -0.220
C -2.19650 -4.56550 -0.07390 -0.137
Br -3.50340 -5.94580 0.04860 0.007
C -2.60760 -3.22850 -0.18970 -0.032
C -3.93650 -2.76760 -0.27520 -0.177
C -4.15980 -1.41850 -0.44770 -0.251
C -3.08670 -0.53520 -0.49340 0.023
N -1.82330 -0.92430 -0.33220 -0.432
C -1.58710 -2.24410 -0.21590 0.056
C -0.19920 -2.58660 -0.16120 0.405
O 0.66790 -1.65190 -0.16210 -0.706
H -0.58000 -5.96890 0.03540 0.235
H -4.75500 -3.46960 -0.23670 0.222
H -5.16790 -1.04410 -0.55300 0.215
H -3.25260 0.52060 -0.67550 0.201
F -0.37380 -1.40830 2.66210 -0.554
B 0.00120 -0.54780 3.75920 1.335
F 1.10980 -1.05540 4.37200 -0.550
F 0.28360 0.70420 3.19030 -0.549
F -1.05850 -0.45390 4.61980 -0.556

95
Properties=species:S:1:pos:R:3:lowdin_charge:R:1 method="wB97M-V/def2-TZVPD" e_lumo_ev=-5.348 homo_lumo_gap_ev=8.17 homo_ev=-13.515 charge=+2
Y 6.80258 -15.63757 14.62059 1.156
Cl 4.13596 -16.64083 14.13372 0.693
C 4.05789 -17.65570 15.62360 -0.590
C 3.83572 -19.03203 15.50508 -0.074
C 3.76689 -19.83700 16.64625 -0.055
C 3.84856 -19.23452 17.90653 -0.047
C 3.97612 -17.83579 17.99643 -0.033
C 4.12511 -17.03022 16.84287 -0.379
P 4.67022 -15.26976 16.72965 0.987
C 3.40645 -14.07912 16.20051 -0.407
C 3.66024 -12.89312 15.49510 -0.094
C 2.62224 -12.13843 14.91219 -0.048
C 1.30049 -12.56952 15.07333 -0.032
C 1.04349 -13.74861 15.78615 -0.042
C 2.06539 -14.47780 16.34286 -0.101
C 4.94891 -14.94969 18.47257 -0.408
C 5.98753 -15.52019 19.20133 -0.114
C 6.06330 -15.32289 20.55166 -0.069
C 5.15000 -14.53768 21.24012 -0.059
C 4.16356 -13.99615 20.50233 -0.073
C 3.95867 -14.26375 19.14073 -0.070
H 3.92001 -19.49025 14.53544 0.112
H 3.71424 -20.93729 16.60825 0.131
H 3.86335 -19.79686 18.86356 0.133
H 4.02619 -17.26194 18.92384 0.113
H 4.70770 -12.66103 15.29649 0.078
H 2.75900 -11.22641 14.40642 0.095
H 0.52903 -11.97703 14.61727 0.114
H 0.04611 -14.04192 15.93813 0.103
H 1.91767 -15.46874 16.70298 0.102
H 6.73118 -16.16529 18.72991 0.100
H 6.91855 -15.74351 21.05025 0.113
H 5.35721 -14.20199 22.25600 0.128
H 3.40912 -13.34081 20.95351 0.124
H 3.00995 -13.94094 18.68365 0.112
C 7.27964 -20.07265 17.30916 -0.065
C 8.79272 -19.81392 17.02969 -0.180
N 9.01303 -19.59240 15.56611 -0.079
C 9.33001 -20.78399 14.74127 -0.172
C 8.21623 -21.29258 13.87988 -0.047
C 8.85641 -18.41463 14.98242 -0.626
S 8.52194 -16.95367 15.99266 0.623
N 9.14129 -18.30014 13.67809 0.111
C 8.36430 -17.64545 12.80297 -0.353
O 7.25343 -17.03424 13.19294 -0.269
C 8.70352 -17.68975 11.40460 -0.156
C 10.02473 -18.00738 11.15965 -0.021
C 10.43481 -18.08714 9.85425 -0.033
C 9.51076 -17.79385 8.80239 -0.015
C 8.15240 -17.58561 9.08561 -0.048
C 7.74088 -17.52187 10.38230 0.004
H 7.09269 -20.18363 18.38153 0.085
H 6.83779 -20.94523 16.82588 0.070
H 6.76593 -19.16916 16.88130 0.054
H 9.34070 -20.73254 17.33486 0.132
H 9.09333 -18.95759 17.57829 0.066
H 9.55069 -21.57764 15.46977 0.125
H 10.24355 -20.48103 14.23472 0.129
H 8.56166 -21.83223 13.02249 0.087
H 7.77076 -20.42502 13.46839 0.051
H 7.51639 -21.88050 14.45788 0.081
H 10.69120 -18.23684 11.96697 0.115
H 11.46768 -18.07303 9.55632 0.109
H 9.79112 -17.74700 7.81087 0.085
H 7.47401 -17.48562 8.31227 0.093
H 6.74080 -17.43151 10.62784 0.097
C 11.04143 -13.89835 9.00630 -0.089
C 9.83224 -13.14609 8.36734 -0.277
S 8.61082 -12.90831 9.56070 0.629
O 7.40247 -12.45077 8.98587 -0.276
O 8.62513 -14.05820 10.48180 -0.328
C 9.34756 -11.51220 10.37746 -0.194
C 8.47812 -11.07510 11.60344 -0.072
N 8.53986 -12.05995 12.72228 0.056
C 7.45138 -12.74110 13.15181 -0.307
N 7.88287 -13.64652 14.04705 -0.049
C 9.22929 -13.47396 14.29821 -0.011
C 9.64620 -12.50435 13.43145 -0.098
N 10.98561 -11.87888 13.45878 -0.330
O 11.78822 -12.61426 13.99567 0.116
O 11.19663 -10.74477 13.11996 0.131
C 6.05481 -12.44407 12.75450 0.031
H 11.75452 -14.22385 8.27785 0.072
H 10.66563 -14.76538 9.63951 0.076
H 11.53770 -13.29753 9.84080 0.092
H 9.45004 -13.66389 7.53161 0.101
H 10.16357 -12.14219 8.14400 0.102
H 9.32018 -10.67760 9.63992 0.141
H 10.30794 -11.83585 10.68684 0.072
H 7.47544 -10.91453 11.38702 0.089
H 9.01211 -10.11724 11.95647 0.162
H 9.78974 -14.19170 14.91478 0.126
H 6.01221 -12.32699 11.67945 0.092
H 5.69116 -11.57514 13.32890 0.115
H 5.38526 -13.23892 13.13262 0.074

9
Properties=species:S:1:pos:R:3:nbo_charge:R:1 method="wB97M-V/def2-TZVPD" relative_energy_kj_mol=304.4 e_lumo_ev=-6.709 homo_lumo_gap_ev=9.99 smiles="N#S(=O)OC=[NH2+]" homo_ev=-16.699 charge=+1
C -0.72645 0.74857 -0.13376 0.575
N 1.22007 -1.53084 0.05190 -0.755
N -1.36491 -0.28987 0.23021 -0.659
O 0.54728 0.99163 0.01809 -0.631
O 3.09072 0.45587 0.07187 -0.679
S 1.88707 -0.28518 0.01010 2.017
H -1.28831 1.52158 -0.60476 0.225
H -2.33681 -0.47022 -0.20230 0.458
H -1.02866 -1.14154 0.55864 0.450

36
Properties=species:S:1:pos:R:3:nbo_charge:R:1 method="wB97M-V/def2-TZVPD" relative_energy_kj_mol=0.0 e_lumo_ev=-0.968 homo_lumo_gap_ev=5.36 homo_ev=-6.329
C -1.68223 -3.17391 2.49574 -0.607
C -1.86243 -2.87991 0.97974 -0.406
C -0.51112 -3.11411 0.25644 -0.401
C -0.14172 -1.95849 -0.70054 -0.387
C 1.13280 -1.20057 -0.31132 -0.412
C 1.42252 -0.07855 -1.33352 -0.438
C 1.22265 1.35798 -0.92988 0.151
C 2.03083 2.30636 -1.45985 0.259
N 3.07582 2.21457 -2.37448 -0.816
N 1.61593 3.53474 -0.95390 -0.348
Cl 2.25250 5.03699 -1.30842 0.287
C 0.59909 3.27801 -0.16117 0.664
O -0.13137 4.22415 0.51753 -0.421
C -1.22440 4.46084 -0.17194 0.499
N -2.21418 4.57771 -0.74134 -0.311
N 0.29576 2.00583 -0.08975 -0.556
P -1.07851 1.24907 0.86400 1.370
O -0.50106 0.53459 2.02566 -1.117
H -0.83220 -3.83596 2.64314 0.185
H -2.55460 -3.69556 2.88453 0.203
H -1.53874 -2.25440 3.05240 0.234
H -2.11209 -1.82654 0.90811 0.215
H -2.64103 -3.52010 0.58375 0.199
H 0.31393 -3.26776 0.94624 0.199
H -0.63848 -4.02274 -0.32935 0.202
H -0.95789 -1.26125 -0.88715 0.190
H 0.06674 -2.41049 -1.67465 0.192
H 1.16211 -0.88142 0.72744 0.249
H 1.94351 -1.91912 -0.43517 0.205
H 2.48127 -0.14903 -1.56841 0.225
H 0.90068 -0.27046 -2.27154 0.230
H 2.86654 1.47090 -3.02030 0.395
H 3.96512 2.06051 -1.91905 0.392
H -1.81486 2.35976 1.28473 -0.005
H -1.93093 0.52582 0.01800 0.011
I -2.97995 0.52257 2.45429 -0.531